1.
DFT (ωB97M-V with the def2-TZVPD basis set) results for a 2-piece molecular cluster, C6H12N2 overall in a non-equilibrium geometry.

Atoms and positions in Å:
C -0.22077 -1.43375 -1.53872
C 0.67518 -0.36796 -1.20014
C 0.88990 0.05110 0.16403
N 1.96923 0.96672 0.08298
C 2.09581 1.32550 -1.33610
N 1.24714 0.54731 -2.08131
H -1.05094 -0.92011 -2.15683
H -0.71426 -1.94472 -0.70206
H 0.14596 -2.16944 -2.17425
H 0.44096 -0.27633 1.10904
H 2.65575 1.01570 0.81776
H 2.84513 2.02862 -1.63854
C -2.33124 0.35478 2.10292
C -2.94002 -0.98758 2.64843
H -3.10280 1.18984 2.03430
H -1.35877 0.59648 2.44871
H -1.90840 0.28762 1.08387
H -3.54751 -0.90010 3.52440
H -2.30354 -1.86967 2.76308
H -3.62934 -1.28859 1.83630

Forces on atoms 1 to 2 (eV/Å):
C -3.89 1.17 -1.16
C 0.67 3.29 3.91

largest force on an atom = 5.2 eV Å⁻¹
energy = -9394.985 eV
2S+1 = 1
energy relative to the best compared isomer or geometry (same formula, charge and spin) = 180.0 kJ/mol
HOMO-LUMO gap = 9.12 eV
M = 112.2 g mol⁻¹

***

2.
DFT (ωB97M-V with the def2-TZVPD basis set) results for one molecule with the formula C8H11BN4O2 in a non-equilibrium geometry.

Atoms and positions in Å:
B 0.41561 1.82397 -0.19501
C -3.01102 -0.08810 -1.73002
C -1.62735 -0.14671 -1.93176
C -2.00824 -0.09711 0.20964
C 2.41574 -0.41164 -1.03496
C 1.83569 -0.87063 1.10881
C 2.96969 -0.13493 0.34218
C 0.32850 0.19208 -0.29157
C -1.89068 -0.17010 1.69896
N -3.19827 -0.10343 -0.38995
N 1.23166 -0.21802 -1.34594
N 0.65311 -0.59552 0.82850
N -1.02996 -0.19156 -0.71310
O -0.51695 2.58934 -0.77385
O 1.54552 2.39601 0.29936
H -4.02421 -0.24517 -2.22409
H -1.05853 -0.11629 -2.82132
H 3.02592 -0.96751 -1.58721
H 2.18748 -1.55891 1.88763
H 4.01088 -0.39802 0.44818
H 2.87657 0.94880 0.43111
H -0.89846 0.19963 1.95180
H -2.76017 0.36845 2.05549
H -2.06300 -1.19526 1.96924
H -0.29918 3.50953 -0.99713
H 1.57097 3.35067 0.17411

Forces on atoms 1 to 2 (eV/Å):
B 0.87 -0.29 0.31
C -3.10 -1.06 3.07

largest force on an atom = 5.5 eV Å⁻¹
energy = -19202.039 eV
<S²> = 2.01
2S+1 = 3
HOMO-LUMO gap (spin up / spin down) = 3.53 / 4.51 eV
M = 206.0 g mol⁻¹

***

3.
DFT (ωB97M-V with the def2-TZVPD basis set) results for C57H40BiBrF8Ge2N2O4SbSe as an isolated structure in a non-equilibrium geometry.

Atoms and positions in Å:
Bi -0.07382 -0.43942 0.04961
Br 2.38204 1.50253 0.98698
C 2.16806 0.78881 2.76338
C 3.22232 1.04474 3.60416
C 3.15075 0.70023 4.95649
C 1.99530 0.15751 5.44011
C 0.90184 -0.11893 4.59295
C -0.28760 -0.64902 5.13029
C -1.34419 -0.94818 4.32039
C -1.22406 -0.79207 2.93620
C -0.09041 -0.28208 2.34967
C 0.98404 0.13051 3.18169
H 4.10321 1.54255 3.22734
H 3.99344 0.89405 5.60556
H 1.89993 -0.06717 6.49372
H -0.34281 -0.82039 6.19644
H -2.25697 -1.35299 4.72906
H -2.05080 -1.09957 2.31400
O 3.96823 -2.63272 -6.13732
C 4.37552 -2.68846 -4.98721
O 5.32961 -3.25494 -4.46444
C 3.49676 -1.86213 -3.93656
C 4.02817 -1.58335 -2.68826
C 3.24147 -0.88584 -1.78809
N 2.01398 -0.49863 -2.07441
C 1.51512 -0.74361 -3.26755
C 2.22853 -1.42066 -4.25444
C 0.09163 -0.18981 -3.60201
O -0.33859 -0.42675 -4.71894
O -0.43229 0.45120 -2.66626
H 5.02002 -1.91623 -2.42498
H 3.61137 -0.62671 -0.80561
H 1.79081 -1.56486 -5.23135
C -1.30247 -3.85987 -2.99856
Ge -1.55558 -4.43229 -1.11294
C -3.52242 -4.32992 -0.72240
C -1.21498 -6.41821 -1.05203
Ge 0.04176 -3.09791 0.31067
C -0.18603 -3.71884 2.21062
C -1.39057 -4.29080 2.59675
C -1.63759 -4.62914 3.91313
C -0.67532 -4.39736 4.88070
C 0.52784 -3.81650 4.51823
C 0.76588 -3.48502 3.19644
C 1.89086 -3.69536 -0.17491
C 2.10926 -4.56836 -1.23212
C 3.38350 -4.91779 -1.63698
C 4.47872 -4.43068 -0.94641
C 4.28676 -3.54917 0.10416
C 3.00665 -3.16727 0.46495
H -1.98676 -4.37782 -3.66481
H -0.28750 -4.06111 -3.32726
H -1.48012 -2.79423 -3.10377
H -4.00566 -5.20073 -1.16380
H -3.93985 -3.42697 -1.15325
H -3.74434 -4.30605 0.33982
H -1.89807 -6.92161 -1.73225
H -1.39330 -6.79357 -0.04982
H -0.20230 -6.68201 -1.33299
H -2.14020 -4.47435 1.84144
H -2.58107 -5.07800 4.18732
H -0.86805 -4.65284 5.91459
H 1.28525 -3.62076 5.26792
H 1.71691 -3.04365 2.93256
H 1.25419 -4.97967 -1.74744
H 3.52827 -5.55723 -2.49559
H 5.47591 -4.71970 -1.24286
H 5.14065 -3.14023 0.63145
H 2.87699 -2.43214 1.25188
N -3.32006 -1.17823 -0.30824
C -2.22801 -0.89447 -0.09164
F 1.40825 7.25169 2.80576
C 1.05586 6.35576 1.83860
C 2.01790 5.93357 0.94329
C 1.66850 5.00802 -0.02781
C 0.37497 4.51834 -0.10431
C -0.57076 4.98370 0.79841
C -0.24658 5.90290 1.77748
Sb -0.29136 2.82881 -1.35146
C -1.53338 4.22688 -2.46710
C -1.02414 5.41595 -2.96769
C -1.85163 6.32909 -3.59852
C -3.19564 6.03041 -3.71671
F -4.01797 6.93413 -4.32093
C -3.72918 4.84987 -3.24050
C -2.88312 3.95049 -2.61280
C 1.26417 2.80784 -2.86167
C 0.84660 2.74497 -4.18368
C 1.74246 2.49148 -5.20448
C 3.07513 2.30930 -4.88750
F 3.97146 2.10503 -5.88653
C 3.52066 2.35070 -3.58161
C 2.59893 2.57821 -2.57207
H 3.02441 6.31470 1.02361
H 2.41573 4.66525 -0.73150
H -1.58173 4.60980 0.74612
H -0.98050 6.24301 2.49012
H 0.03138 5.63352 -2.86325
H -1.47566 7.26367 -3.98772
H -4.78413 4.65266 -3.35506
H -3.27592 3.01872 -2.23044
H -0.20140 2.86881 -4.41689
H 1.41732 2.40086 -6.22865
H 4.56177 2.17461 -3.35750
H 2.93902 2.56081 -1.54521
F -7.58526 2.52968 4.98877
C -6.48019 2.45617 4.21372
C -5.73997 3.59851 3.92992
F -6.13281 4.78690 4.43828
C -4.61122 3.50970 3.13922
F -3.91882 4.63432 2.88514
C -4.15887 2.29531 2.60058
Se -2.64065 2.18143 1.54152
C -4.92733 1.16285 2.91227
F -4.54377 -0.03229 2.44907
C -6.06128 1.23406 3.69667
F -6.77102 0.12202 3.97985

Forces on atoms 1 to 2 (eV/Å):
Bi 0.96 0.66 -0.90
Br 0.01 -0.30 0.46

total charge = -2
largest force on an atom = 2.4 eV Å⁻¹
energy = -353466.294 eV
<S²> = 0.77
2S+1 = 2
HOMO-LUMO gap (spin up / spin down) = 5.82 / 3.69 eV
M = 1603.8 g mol⁻¹

***

What did the first record say?
DFT (ωB97M-V with the def2-TZVPD basis set) results for a 2-piece molecular cluster, C6H12N2 overall in a non-equilibrium geometry.

Atoms and positions in Å:
C -0.22077 -1.43375 -1.53872
C 0.67518 -0.36796 -1.20014
C 0.88990 0.05110 0.16403
N 1.96923 0.96672 0.08298
C 2.09581 1.32550 -1.33610
N 1.24714 0.54731 -2.08131
H -1.05094 -0.92011 -2.15683
H -0.71426 -1.94472 -0.70206
H 0.14596 -2.16944 -2.17425
H 0.44096 -0.27633 1.10904
H 2.65575 1.01570 0.81776
H 2.84513 2.02862 -1.63854
C -2.33124 0.35478 2.10292
C -2.94002 -0.98758 2.64843
H -3.10280 1.18984 2.03430
H -1.35877 0.59648 2.44871
H -1.90840 0.28762 1.08387
H -3.54751 -0.90010 3.52440
H -2.30354 -1.86967 2.76308
H -3.62934 -1.28859 1.83630

Forces on atoms 1 to 2 (eV/Å):
C -3.89 1.17 -1.16
C 0.67 3.29 3.91

largest force on an atom = 5.2 eV Å⁻¹
energy = -9394.985 eV
2S+1 = 1
energy relative to the best compared isomer or geometry (same formula, charge and spin) = 180.0 kJ/mol
HOMO-LUMO gap = 9.12 eV
M = 112.2 g mol⁻¹

***

Which of these has the highest largest force on an atom?
C8H11BN4O2